C28H46BClF4IO6 as an isolated structure at a distorted geometry, computed with the ωB97M-V functional and the def2-TZVPD basis.

Computed properties:
Kohn-Sham gap	7.0571	eV

Geometry as ORCA input:
```
! wB97M-V def2-TZVPD RIJCOSX def2/J DEFGRID3
* xyz -1 1
H 3.3854 -0.5611 -2.9354
C -1.1469 -0.3768 -0.6667
H 1.0275 -3.9080 -2.4707
H -8.1314 2.7707 4.2091
H 6.7704 0.3876 -0.1001
H -5.9505 1.2139 7.3986
H 4.8083 -2.8568 -0.1474
B -0.0381 -1.1374 -1.6400
H -5.9896 2.3840 5.3154
C -2.3390 -0.4873 4.7041
C -2.6317 2.0173 0.7060
F -1.0718 -3.3679 -1.1339
H 6.5620 -1.4104 -4.2951
H -3.4605 -2.2796 5.1424
C 2.9704 0.4391 -2.9426
C 1.4614 0.3687 -2.7639
C -1.9233 2.0293 -0.6284
H -2.2928 2.8414 -1.2550
H -1.5116 -0.8089 5.3352
H 3.8738 0.1903 -6.4663
H 1.9026 2.7578 -1.1666
C 6.8928 -1.1806 -2.2013
H -0.5823 0.0598 0.1569
C -6.8278 2.6193 5.9750
H -0.8749 2.1541 -0.3894
H -9.3692 0.6043 5.3318
H -1.7987 0.8425 -2.3995
C 1.4348 2.8173 -2.1433
F 1.2797 -4.6775 -0.6643
C 4.7575 -0.0669 -5.8809
H 5.4819 0.8961 -2.6329
O -7.7065 0.4992 6.5647
H 3.4739 2.3164 -3.8410
C -2.1167 -0.8040 3.2320
C -2.0537 0.6670 -1.3556
H 5.2203 1.8503 -5.1386
O -2.1152 2.5002 1.7041
H 4.6289 -1.1000 -5.5837
C 6.2451 -1.4717 -0.9965
C 1.2129 -3.5498 -1.4612
H -7.4479 1.9845 7.9615
H 6.4771 -3.4868 -0.4582
C -4.4037 -1.0118 3.6788
H -4.1921 -0.8330 5.8488
C -3.6504 -1.2152 4.9837
H -5.0984 -1.8261 3.4652
H -3.0944 0.3503 -1.3156
O -3.8794 1.4374 0.7816
H -8.9532 2.9203 5.7670
C 3.4293 1.2773 -4.1609
C 0.6614 -0.5587 -3.7892
I 1.8755 -2.1387 -4.7497
O 1.2085 -0.3399 -1.5797
C -8.3205 0.9043 5.3350
H -1.5653 -0.0238 2.7089
H -6.6894 3.6316 6.3519
H 2.6835 1.2236 -4.9532
Cl -0.0832 0.3065 -5.2171
C 5.6723 -2.8473 -0.8123
H 5.0745 -0.0269 -0.0837
H -7.8100 0.3907 4.5137
O -0.3280 -1.1111 -3.1044
H 1.3762 3.7829 -2.6350
H 5.5951 0.0563 -6.5680
C 4.8364 0.9218 -4.7107
C 6.0756 -0.4356 0.0679
C 0.8517 1.7650 -2.7486
F 0.2879 -2.5284 0.3947
C 6.0230 -1.0021 -3.4361
H 6.1759 -0.8331 1.0813
C -8.1435 2.4120 5.2371
C 0.0874 -2.6445 -0.9645
H -2.4745 0.5884 4.8399
H 3.3388 0.9470 -2.0511
H 6.7961 0.9521 -3.7679
C 5.8162 0.5073 -3.5946
H -0.1172 1.9393 -3.1987
H -4.9633 -0.0685 3.6827
O -3.4215 -0.9406 2.6488
H -1.8111 -1.1174 -0.2089
H 5.3802 -3.2151 -1.7997
F 2.4222 -2.9501 -1.3600
H 7.9727 -1.0820 -2.2724
H -3.7191 0.4805 0.7728
C -6.9276 1.5830 7.0845
H -1.5850 -1.7517 3.1024
H 5.1043 -1.5557 -3.2428
*
```

***

C55H50AsF3NiO4PSb2Se as an isolated structure at a distorted geometry, computed with the ωB97M-V functional and the def2-TZVPD basis.

Computed properties:
energy above the lowest of the compared OMol25 structures with the same formula, charge and spin	0.0	kcal per mole
Kohn-Sham gap (spin up / spin down)	6.6104 / 6.4340	eV

Geometry as ORCA input:
```
! wB97M-V def2-TZVPD RIJCOSX def2/J DEFGRID3
* xyz -1 3
C 3.6037 -0.3090 2.4193
H -8.4626 5.2798 0.0998
C 0.2849 -2.7200 6.0051
Ni 0.5122 0.5769 0.6265
C -7.4510 1.6941 1.0605
C 4.8165 -0.7669 1.6115
H 5.6862 -0.2044 1.9717
H 4.9364 -4.7846 4.5232
H 4.4841 -6.7423 3.0754
C -8.4956 2.3167 1.7288
H -4.5098 3.7108 -1.4221
H 1.9294 0.4806 4.6221
C -8.1825 4.2694 0.3716
C 2.4915 -4.4566 1.5650
H -4.0474 3.4008 0.2413
H -3.2192 3.8932 3.8174
C 5.2138 -3.1403 -1.2795
C -2.6851 -1.9525 -0.6489
C -1.6050 0.1838 -0.8473
C -4.9457 0.7933 -4.8835
C 2.3067 0.2839 -5.1360
C -6.8309 1.9369 -3.2041
C 1.2282 -1.4900 4.1500
H -6.6037 4.1834 -1.0631
H -4.2059 0.3439 -5.5340
H 3.0297 2.0809 -4.2393
H 3.7885 -0.4035 3.4906
C -1.0586 -0.1967 -2.0721
H -7.5833 2.3712 -2.5586
H -7.1559 0.6874 1.3360
H 2.8154 -2.8012 -3.8406
C 3.1044 -5.6776 1.8228
H -2.5967 2.2755 -2.2343
H 0.1902 5.9290 2.2101
C 3.3159 -1.0421 -2.8056
F -0.1759 2.4945 -1.2695
C -6.7587 2.3432 0.0401
H -7.9638 2.3154 -4.9840
H 4.1932 0.4756 -0.0112
C 2.4643 -1.0391 -5.1010
H -6.2841 1.2933 -6.4854
C 0.5877 -1.6736 6.8642
C 6.9109 -4.6814 -0.4885
C 3.3864 0.4465 -2.7989
H -0.4262 0.4839 -2.6267
C 4.6527 -0.4990 0.1175
C 2.7309 2.4329 -1.2221
C -0.4274 4.1789 1.1511
H 1.9673 0.7938 -6.0310
C -2.6056 2.7758 -1.2604
H 0.3462 -1.7470 7.9179
H -0.1978 -3.6123 6.3871
C -7.0520 1.8983 -4.5740
H 2.9000 -6.5317 1.1880
As -5.2241 1.3892 -0.7419
O 1.8522 1.9921 0.9564
C -2.4394 3.9776 3.0710
C 5.7089 -4.0084 -0.3074
H 5.6133 -0.5047 -0.3995
C 1.1923 -0.5285 6.3648
C -4.7314 0.8265 -3.5142
C 7.6410 -4.5003 -1.6539
C 3.6159 -3.4878 3.4396
C -8.8659 3.6073 1.3822
F 4.1206 2.4026 -1.0311
C 1.5000 -0.4339 5.0151
C 3.9932 -5.7964 2.8803
P -1.2452 1.9193 -0.2665
H -2.8278 -0.4018 0.8182
C -0.5304 5.1224 2.1651
O 1.4773 1.3452 -3.0676
H -2.1626 3.7646 -1.4110
H 8.5803 -5.0214 -1.7971
C -4.0366 2.9790 -0.7643
H -3.0176 2.1772 2.0602
H -3.3281 -2.6269 -0.0972
H -1.5966 5.7599 3.9140
C 4.2479 -4.6971 3.6907
Se -0.7123 0.5368 2.4767
Sb 1.7729 -1.4131 2.0325
H 0.3713 4.2369 0.4241
H 3.3722 0.7313 2.1830
H -3.8296 0.3817 -3.1021
H 7.2775 -5.3445 0.2872
H 1.4186 0.2972 7.0296
C 2.7427 -3.3481 2.3652
C -2.1034 -2.3548 -1.8445
C -2.3391 3.0226 2.0731
C 2.6072 1.1197 -3.9295
O 1.7025 0.2008 -1.0026
C 2.8794 -1.7165 -3.8742
H 4.4017 0.7878 -2.6075
H -0.8427 -1.7829 -3.4865
H 1.8074 -4.3697 0.7278
H -9.6812 4.0977 1.8991
H 0.3719 -3.4498 3.9904
H 5.1487 -4.1589 0.6098
C -1.3327 3.1299 1.1152
C 0.6046 -2.6259 4.6574
H 7.7258 -3.4881 -3.5467
H 3.8013 -2.6422 4.0928
H 5.0327 -1.8242 1.7984
F 2.5718 3.4401 -2.1419
Sb 3.4028 -1.9640 -0.8740
C -1.5305 5.0262 3.1201
C 2.2712 1.0403 -1.8494
H -2.2691 -3.3594 -2.2141
C -1.2988 -1.4766 -2.5530
H 5.5963 -2.2995 -3.2144
C 5.9604 -2.9700 -2.4446
C -2.4292 -0.6911 -0.1411
C -7.1354 3.6436 -0.2882
C 7.1612 -3.6422 -2.6340
C -6.1087 1.3299 -5.4174
H -9.0168 1.7975 2.5234
O 2.1581 2.9228 -0.1058
C -5.6625 1.4149 -2.6577
H 2.2474 -1.6436 -5.9755
*
```

***

An isolated ion of composition C2H5N2O2 and charge +1 at a distorted geometry, computed with the ωB97M-V functional and the def2-TZVPD basis.

Computed properties:
energy above the lowest of the compared OMol25 structures with the same formula, charge and spin	42.4	kcal per mole
Kohn-Sham gap	9.5450	eV

Geometry as ORCA input:
```
! wB97M-V def2-TZVPD RIJCOSX def2/J DEFGRID3
* xyz 1 1
O 0.0330 0.3760 0.0236
N -2.2010 -0.4774 0.0365
H 3.3159 0.8638 -0.1819
N 2.2528 0.9008 -0.3009
H -2.7603 -0.3699 1.0301
C 1.5130 -0.0522 0.2007
H -2.4445 0.2621 -0.6094
O 1.6525 -1.1918 0.5073
H 1.8459 1.6933 -0.6214
C -0.7051 -0.6461 0.2084
H -2.5021 -1.3586 -0.2930
*
```

***

One molecule with the formula C8H13NO3S2 at a distorted geometry, computed with the ωB97M-V functional and the def2-TZVPD basis.

Computed properties:
energy above the lowest of the compared OMol25 structures with the same formula, charge and spin	114.4	kcal per mole
Kohn-Sham gap	8.5977	eV

Geometry as ORCA input:
```
! wB97M-V def2-TZVPD RIJCOSX def2/J DEFGRID3
* xyz 0 1
H -2.0932 0.7034 -0.4391
H -2.8201 2.2774 -2.4136
H -0.2720 0.7989 -2.7641
O -0.2439 -3.1394 2.1638
C -1.5381 0.0580 -1.1038
H -1.9952 -0.8735 -1.4981
H -0.9198 2.1286 -1.7811
H 2.3556 -1.7557 3.9777
C -1.1566 1.1453 -2.1758
C 1.3162 0.4219 1.1610
N 0.1434 -1.7792 2.2683
H -2.9686 0.6120 -3.0950
S 3.7265 1.3147 2.1164
H 4.1880 -1.0087 2.0609
H 4.4229 -0.1271 3.7911
S 1.5121 -1.3940 1.7514
C 3.7953 -0.4037 2.8890
H -2.0572 1.8712 -3.8754
H -0.2868 -3.1711 1.1728
O 0.1655 0.7172 0.4577
C -0.2297 -0.2391 -0.3929
H 2.0392 2.2987 1.0919
O 0.3927 -1.2892 -0.4771
C -2.3966 1.4905 -2.9688
H 1.7461 -0.2199 3.9154
C 2.2294 1.3656 1.3815
C 2.4465 -0.8304 3.2804
*
```

***

no.,E (Ha)
1,-2728.12494
2,-9693.60056
3,-338.83971
4,-1389.26480